[1]
{
  "formula": "C5H11NO",
  "method": "ωB97M-V/def2-TZVPD",
  "species": ["C", "C", "C", "O", "H", "H", "H", "H", "H", "H", "C", "N", "C", "H", "H", "H", "H", "H"],
  "coordinates": [[-0.82871, 0.66685, -1.46605], [0.21840, -0.56721, -1.10387], [1.62425, 0.01300, -0.98497], [0.02679, -1.71281, -1.46406], [-1.89384, 0.47136, -1.70591], [-0.38002, 0.97948, -2.41491], [-0.83611, 1.56875, -0.81834], [1.96855, -0.21480, -1.99371], [2.36156, -0.39421, -0.28462], [1.63357, 1.09699, -0.85610], [-1.37518, -0.84179, 0.87154], [-0.13417, -0.67949, 1.06613], [0.29611, 0.20911, 2.13341], [-1.72290, -1.47480, 0.04538], [-2.11484, -0.41471, 1.54695], [0.13650, -0.16336, 3.15066], [1.36453, 0.42435, 2.07060], [-0.23194, 1.16465, 2.08035]],
  "mulliken_charge": [-1.090, 0.974, -1.360, -0.620, 0.329, 0.390, 0.299, 0.380, 0.352, 0.328, -0.499, -0.201, -0.939, 0.347, 0.318, 0.343, 0.283, 0.366],
  "multiplicity": 1,
  "smiles": "CC(C)=O.C=NC",
  "de_lowest_ev": 2.981,
  "homo_ev": -9.06,
  "homo_lumo_gap_ev": 9.902
}



[2]
{
  "formula": "C5H11NO",
  "method": "ωB97M-V/def2-TZVPD",
  "species": ["C", "N", "C", "O", "C", "C", "C", "H", "H", "H", "H", "H", "H", "H", "H", "H", "H", "H"],
  "coordinates": [[-1.02397, 0.49253, -2.16159], [-1.12646, -0.57141, -1.25442], [-0.87982, -0.51591, 0.10917], [-1.23162, 0.61923, 0.74909], [0.30731, -0.00476, 0.81508], [1.47522, 0.64846, 0.13075], [0.57932, -0.46033, 2.21339], [-1.82931, 0.37568, -2.88277], [-0.09409, 0.43075, -2.72624], [-1.10801, 1.46830, -1.70122], [-1.06567, -1.48788, -1.65063], [-1.24484, -1.44067, 0.57178], [1.97075, 1.35673, 0.80425], [1.17281, 1.16801, -0.77667], [2.22349, -0.10837, -0.14887], [1.46571, -1.10309, 2.25747], [0.78465, 0.40972, 2.84634], [-0.27195, -1.00077, 2.63143]],
  "mulliken_charge": [-0.965, -0.242, -0.148, -0.573, 1.012, -1.286, -1.417, 0.296, 0.325, 0.341, 0.190, 0.431, 0.327, 0.352, 0.303, 0.352, 0.317, 0.385],
  "multiplicity": 1,
  "smiles": "CN[C@@H]1OC1(C)C",
  "de_lowest_ev": 2.524,
  "homo_ev": -8.19,
  "homo_lumo_gap_ev": 9.110
}



[3]
{
  "formula": "C5H11NO",
  "method": "ωB97M-V/def2-TZVPD",
  "species": ["C", "C", "N", "C", "C", "C", "O", "H", "H", "H", "H", "H", "H", "H", "H", "H", "H", "H"],
  "coordinates": [[1.86742, -0.54932, 0.37080], [1.11844, 0.28919, -0.39448], [1.33762, 1.68892, -0.21881], [-0.04072, -0.52156, -1.06543], [-1.31857, 0.03702, -0.63262], [-1.53609, -0.06020, 0.88385], [-1.40964, -1.28220, 1.59795], [1.54317, -1.61455, 0.58648], [2.83087, -0.23751, 0.85787], [1.27280, 2.21813, -1.08122], [2.12462, 1.91438, 0.38852], [-0.08145, -1.65166, -0.90971], [0.13275, -0.11259, -2.10087], [-2.15870, -0.49354, -1.07219], [-1.53388, 1.04900, -0.86557], [-0.85476, 0.64602, 1.44769], [-2.53654, 0.38681, 1.11963], [-0.75736, -1.70634, 1.08813]],
  "mulliken_charge": [-1.034, 0.708, -0.493, -0.561, -0.522, -0.624, -0.515, 0.123, 0.237, 0.223, 0.210, 0.354, 0.248, 0.345, 0.360, 0.255, 0.354, 0.332],
  "multiplicity": 1,
  "smiles": "C=C(N)CCCO",
  "de_lowest_ev": 2.887,
  "homo_ev": -8.42,
  "homo_lumo_gap_ev": 9.254
}



[4]
{
  "formula": "C5H11NO",
  "method": "ωB97M-V/def2-TZVPD",
  "species": ["C", "C", "C", "C", "C", "N", "H", "H", "H", "H", "H", "H", "H", "H", "H", "O", "H", "H"],
  "coordinates": [[0.91707, 1.31968, 2.35462], [1.45423, 0.33785, 1.64376], [0.69947, -0.49241, 0.68634], [-0.61096, -0.45563, 0.45751], [-1.27085, -1.31369, -0.58731], [-2.29607, -0.54464, -1.31570], [1.45036, 1.84429, 3.13189], [-0.13752, 1.49741, 2.19074], [2.52646, 0.22353, 1.53852], [1.27892, -1.20067, 0.10990], [-1.29464, 0.17406, 1.01747], [-0.48983, -1.64266, -1.27979], [-1.71690, -2.21349, -0.15887], [-2.01261, 0.42359, -1.39680], [-2.36018, -0.92957, -2.24945], [1.28337, 0.86602, -2.08287], [0.48177, 1.17747, -1.65252], [1.19678, 1.03338, -3.02514]],
  "mulliken_charge": [-0.665, -0.268, 0.236, -0.605, -0.409, -0.637, 0.274, 0.174, 0.306, 0.253, 0.281, 0.312, 0.296, 0.213, 0.241, -0.618, 0.312, 0.304],
  "multiplicity": 1,
  "smiles": "C=C/C=C/CN.O",
  "de_lowest_ev": 2.343,
  "homo_ev": -8.71,
  "homo_lumo_gap_ev": 9.344
}



[5]
{
  "formula": "C5H11NO",
  "method": "ωB97M-V/def2-TZVPD",
  "species": ["C", "C", "N", "C", "C", "C", "O", "H", "H", "H", "H", "H", "H", "H", "H", "H", "H", "H"],
  "coordinates": [[-2.10820, -0.93581, -0.59287], [-1.57709, 0.09625, 0.38638], [-0.15346, -0.09781, 0.52831], [0.65018, 0.58011, 1.49028], [0.82448, 0.76722, -0.04552], [2.11880, 0.28807, -0.69868], [2.03536, -0.91364, -1.42368], [-3.18922, -0.83838, -0.71744], [-1.88129, -1.94245, -0.22555], [-1.62603, -0.81789, -1.56972], [-1.84803, 1.11986, 0.07167], [-2.00720, -0.05879, 1.38300], [0.43370, 1.50363, 2.01462], [1.11913, -0.15858, 2.16368], [0.37559, 1.62981, -0.58080], [2.46716, 1.05715, -1.39969], [2.86756, 0.23342, 0.10400], [1.49856, -1.51216, -0.88798]],
  "mulliken_charge": [-1.157, -0.409, -0.092, -0.516, -0.032, -0.619, -0.522, 0.385, 0.302, 0.276, 0.350, 0.300, 0.296, 0.249, 0.330, 0.305, 0.230, 0.323],
  "multiplicity": 1,
  "smiles": "CCN1C[C@H]1CO",
  "de_lowest_ev": 2.767,
  "homo_ev": -9.17,
  "homo_lumo_gap_ev": 10.304
}



[6]
{
  "formula": "C5H11NO",
  "method": "ωB97M-V/def2-TZVPD",
  "species": ["C", "N", "C", "C", "C", "C", "O", "H", "H", "H", "H", "H", "H", "H", "H", "H", "H", "H"],
  "coordinates": [[1.23042, 1.27717, 1.92734], [0.64608, 0.15512, 1.94107], [-0.67261, 0.10849, 1.33934], [-0.79974, -1.07825, 0.36420], [0.26934, -0.94454, -0.74014], [0.23155, 0.26373, -1.64140], [-0.79147, 0.22478, -2.61708], [2.11235, 1.37830, 2.57275], [0.83099, 2.19039, 1.46478], [-1.26852, -0.19054, 2.20607], [-1.08728, 1.06383, 0.99928], [-0.48126, -1.94745, 0.92706], [-1.77165, -1.05956, -0.12618], [1.25410, -1.04893, -0.28435], [0.21851, -1.79662, -1.44456], [-0.11540, 1.12536, -1.02574], [1.20782, 0.62218, -1.99976], [-0.60848, -0.47460, -3.24130]],
  "mulliken_charge": [-0.318, -0.393, -0.628, -0.636, -0.624, -0.403, -0.527, 0.271, 0.248, 0.331, 0.487, 0.308, 0.311, 0.421, 0.395, 0.149, 0.283, 0.324],
  "multiplicity": 1,
  "smiles": "C=NCCCCO",
  "de_lowest_ev": 2.136,
  "homo_ev": -9.94,
  "homo_lumo_gap_ev": 10.970
}